Record 1
The following is a quantum chemistry calculation of 7 unconnected molecules or ions with the total composition C35H62BINO28S6 at a distorted geometry, from OMol25.

## Properties
Energy above the lowest of the compared OMol25 structures with the same formula, charge and spin ... 785.8 kJ/mol
DFT total energy ... -6243.3076 hartree
HOMO-LUMO gap ... 7.3553 eV

```
! RIJCOSX wB97M-V def2-TZVPD def2/J DEFGRID3
* xyz 1 1
C -2.08 -3.22 0.70
C -1.92 -2.31 2.02
O -1.00 -2.84 2.99
C -0.19 -1.79 3.57
C 1.04 -1.36 2.58
O 1.53 -0.05 2.98
C 2.01 0.71 1.86
C 3.52 1.32 1.92
C 4.83 0.43 1.81
C 5.74 0.72 0.52
C 5.53 -0.48 -0.54
I 6.36 -2.40 0.18
N 3.39 2.64 2.08
C 1.99 3.24 2.21
C 1.54 3.37 3.78
C 2.62 2.79 4.82
C 3.91 3.71 5.05
C 3.68 5.28 4.83
O 4.80 5.96 5.51
C 6.04 5.72 4.82
B 1.78 4.78 1.70
C 0.27 5.41 1.63
O 2.90 5.60 1.28
C 1.15 2.06 1.54
C 0.73 2.12 0.01
C 1.50 2.79 -1.15
C 0.95 2.79 -2.63
C -0.38 2.10 -3.01
C -1.16 1.37 -1.85
C -0.62 1.40 -0.38
H -2.09 -4.35 0.95
H -3.09 -3.00 0.19
H -1.28 -3.03 -0.09
H -1.62 -1.25 1.69
H -2.98 -2.22 2.48
H -0.80 -0.83 3.74
H 0.23 -2.15 4.57
H 0.61 -1.40 1.52
H 1.85 -2.16 2.67
H 2.03 0.08 0.89
H 4.57 -0.69 1.94
H 5.48 0.69 2.74
H 5.54 1.76 0.09
H 6.84 0.65 0.87
H 6.14 -0.22 -1.47
H 4.40 -0.55 -0.74
H 4.19 3.30 2.12
H 0.58 2.73 3.93
H 1.20 4.45 4.04
H 2.08 2.72 5.84
H 2.94 1.72 4.57
H 4.32 3.59 6.13
H 4.74 3.34 4.34
H 3.79 5.57 3.72
H 2.70 5.66 5.28
H 5.93 5.58 3.67
H 6.52 4.73 5.18
H 6.82 6.57 4.95
H 0.24 6.48 2.04
H -0.37 4.78 2.36
H -0.20 5.28 0.60
H 2.53 6.51 1.23
H 0.15 1.80 2.05
H 2.49 3.34 -0.93
H 1.52 3.32 -3.47
H -0.79 2.12 -4.08
H -2.13 0.85 -2.17
H -1.26 0.85 0.39
C -6.93 -5.02 -1.68
C -6.84 -3.63 -1.06
O -5.46 -3.28 -1.15
S -4.82 -3.96 -2.48
O -4.82 -2.98 -3.53
O -3.65 -4.70 -2.10
O -6.02 -5.01 -2.78
H -6.60 -5.79 -0.97
H -7.94 -5.25 -2.02
H -7.17 -3.61 -0.03
H -7.41 -2.90 -1.65
C -2.16 -8.65 -3.12
C -2.27 -7.85 -1.83
O -2.91 -8.73 -0.91
S -2.47 -10.26 -1.24
O -1.40 -10.63 -0.37
O -3.66 -11.05 -1.39
O -1.85 -9.99 -2.72
H -3.11 -8.67 -3.66
H -1.38 -8.26 -3.78
H -2.85 -6.94 -1.96
H -1.28 -7.61 -1.44
C -2.60 6.89 -4.69
C -2.74 5.55 -3.97
O -2.00 4.63 -4.76
S -0.75 5.40 -5.45
O 0.42 5.17 -4.64
O -0.78 5.16 -6.86
O -1.26 6.92 -5.17
H -3.28 6.94 -5.55
H -2.79 7.73 -4.03
H -3.78 5.23 -3.88
H -2.28 5.59 -2.98
C -6.17 -10.69 -7.14
C -4.65 -10.65 -6.99
O -4.32 -9.26 -6.99
S -5.54 -8.43 -6.31
O -5.21 -8.19 -4.94
O -5.92 -7.38 -7.22
O -6.66 -9.60 -6.37
H -6.46 -10.53 -8.19
H -6.59 -11.63 -6.79
H -4.14 -11.17 -7.79
H -4.35 -11.08 -6.03
C 6.91 5.63 8.98
C 8.06 5.89 8.02
O 9.20 6.08 8.85
S 9.05 5.15 10.17
O 9.78 3.94 9.96
O 9.23 5.98 11.33
O 7.47 4.82 10.02
H 6.55 6.56 9.43
H 6.08 5.11 8.50
H 7.89 6.78 7.40
H 8.24 5.03 7.37
C -4.64 0.01 -4.33
C -3.99 -0.10 -5.70
O -4.33 1.12 -6.36
S -4.43 2.31 -5.27
O -3.18 3.03 -5.26
O -5.69 2.97 -5.42
O -4.48 1.38 -3.94
H -5.71 -0.21 -4.38
H -4.17 -0.65 -3.59
H -4.36 -0.96 -6.26
H -2.90 -0.15 -5.62
*
```

=====

Record 2
The following is a quantum chemistry calculation of a molecular structure, C35H62BN11O2PtS at a distorted geometry, from OMol25.

## Properties
Energy above the lowest of the compared OMol25 structures with the same formula, charge and spin ... 65.6 kJ/mol
DFT total energy ... -2665.6628 hartree
HOMO-LUMO gap ... 6.0736 eV

```
! RIJCOSX wB97M-V def2-TZVPD def2/J DEFGRID3
* xyz 2 1
Pt -0.58 -0.05 0.20
C -5.54 0.90 1.84
C -4.20 0.28 1.98
C -3.77 -0.64 2.93
C -2.43 -0.92 2.67
N -2.08 -0.20 1.58
N -3.16 0.54 1.18
B -3.14 1.47 -0.07
N -2.93 0.67 -1.37
N -1.71 0.18 -1.79
C -1.89 -0.31 -3.03
C -3.24 -0.19 -3.38
C -3.86 0.44 -2.32
C -5.29 0.83 -2.19
C -0.77 -0.78 -3.93
C 0.17 0.40 -4.20
C 0.03 -1.91 -3.27
C -1.34 -1.28 -5.25
N -1.96 2.47 0.09
N -0.72 1.95 0.01
C 0.18 2.91 -0.21
C -0.51 4.12 -0.18
C -1.86 3.81 -0.01
C -3.04 4.71 -0.01
C 1.61 2.62 -0.60
C 1.92 1.11 -0.74
C 2.57 3.25 0.42
C 1.83 3.29 -1.97
C -1.63 -1.86 3.55
C -2.11 -3.30 3.26
C -0.11 -1.80 3.40
C -1.94 -1.54 5.02
H -6.19 0.54 2.63
H -5.98 0.65 0.88
H -5.48 1.99 1.91
H -4.36 -1.04 3.73
H -4.15 2.08 -0.12
H -3.70 -0.48 -4.31
H -5.84 0.48 -3.05
H -5.41 1.91 -2.12
H -5.73 0.37 -1.30
H 0.62 0.76 -3.28
H -0.38 1.23 -4.66
H 0.96 0.10 -4.89
H 0.55 -1.55 -2.39
H 0.78 -2.29 -3.97
H -0.63 -2.74 -2.99
H -1.90 -0.49 -5.77
H -2.00 -2.13 -5.11
H -0.53 -1.59 -5.91
H -0.10 5.11 -0.34
H -2.72 5.75 -0.03
H -3.66 4.55 0.88
H -3.67 4.52 -0.88
H 2.44 0.69 0.12
H 2.53 0.93 -1.63
H 1.02 0.47 -0.94
H 2.48 2.80 1.41
H 2.39 4.32 0.51
H 3.60 3.12 0.09
H 1.16 2.87 -2.72
H 2.86 3.12 -2.29
H 1.66 4.36 -1.91
H -1.91 -3.58 2.23
H -3.18 -3.40 3.43
H -1.59 -4.00 3.92
H 0.24 -1.80 2.37
H 0.33 -2.67 3.89
H 0.31 -0.94 3.91
H -3.00 -1.62 5.25
H -1.62 -0.53 5.27
H -1.40 -2.23 5.66
C 8.10 -2.59 3.12
C 7.54 -2.42 1.71
N 6.24 -1.76 1.69
C 5.05 -2.32 1.95
S 3.68 -1.31 2.02
N 5.01 -3.64 2.16
C 3.83 -4.40 2.54
C 3.99 -5.01 3.93
H 9.08 -3.07 3.08
H 7.45 -3.20 3.75
H 8.22 -1.62 3.60
H 7.46 -3.38 1.20
H 8.21 -1.82 1.10
H 6.22 -0.76 1.63
H 5.89 -4.13 2.22
H 3.68 -5.19 1.80
H 2.99 -3.72 2.50
H 4.78 -5.75 3.95
H 3.06 -5.50 4.23
H 4.22 -4.23 4.66
C -0.44 1.69 2.96
C 0.40 0.81 2.11
O 1.52 0.52 2.11
H 0.04 1.71 3.94
H -1.47 1.36 3.04
H -0.39 2.69 2.53
C 0.56 -5.41 -0.92
N -0.18 -4.22 -0.54
C -1.62 -4.16 -0.56
C -1.89 -2.72 -0.18
O -2.97 -2.20 -0.12
N -0.65 -2.12 0.06
C 0.31 -3.02 -0.23
N 1.61 -2.75 -0.33
H 0.05 -6.28 -0.51
H 1.56 -5.40 -0.50
H 0.61 -5.51 -2.00
H -2.07 -4.85 0.16
H -2.03 -4.37 -1.55
H 2.19 -2.04 0.12
H 2.18 -3.43 -0.82
*
```

=====

Record 3
The following is a quantum chemistry calculation of 6 unconnected molecules or ions with the total composition C35H62BN7O4 at a distorted geometry, from OMol25.

## Properties
DFT total energy ... -2079.9646 hartree
HOMO-LUMO gap ... 9.2470 eV

```
! RIJCOSX wB97M-V def2-TZVPD def2/J DEFGRID3
* xyz 0 1
C 0.14 2.26 1.93
C -0.28 2.10 3.40
C -0.12 0.67 3.95
C 0.30 0.67 5.43
C 1.09 -0.55 5.90
C 2.19 -1.04 5.02
N 2.53 -2.35 4.96
C 3.56 -2.51 4.05
O 4.00 -3.75 3.81
C 5.43 -3.92 3.81
C 6.11 -3.43 5.06
C 5.94 -4.37 6.27
C 5.99 -3.56 7.58
C 3.87 -1.29 3.56
B 4.93 -0.85 2.46
O 4.58 -0.76 1.15
C 6.43 -0.55 2.83
C 6.74 0.95 2.55
N 3.01 -0.41 4.20
C 3.09 1.07 3.90
O 2.99 1.80 4.87
O 3.29 1.25 2.70
H 0.65 1.37 1.54
H 0.88 3.06 1.86
H -0.69 2.55 1.30
H -1.32 2.42 3.50
H 0.32 2.79 4.00
H 0.61 0.17 3.32
H -1.08 0.17 3.84
H -0.62 0.67 6.03
H 0.83 1.58 5.70
H 0.41 -1.40 6.04
H 1.51 -0.34 6.89
H 2.05 -3.06 5.48
H 5.58 -5.00 3.73
H 5.85 -3.50 2.89
H 7.18 -3.38 4.83
H 5.82 -2.41 5.34
H 6.82 -5.02 6.30
H 5.03 -4.97 6.21
H 6.47 -4.10 8.39
H 4.99 -3.22 7.86
H 6.58 -2.66 7.42
H 3.66 -0.46 1.06
H 6.66 -0.82 3.86
H 7.08 -1.18 2.20
H 6.82 1.49 3.49
H 7.67 1.05 1.99
H 5.95 1.39 1.95
C -3.52 2.98 -3.33
C -2.11 3.28 -2.85
C -1.63 2.29 -1.78
C -2.49 2.34 -0.60
N -3.16 2.39 0.33
H -4.25 3.07 -2.52
H -3.82 3.68 -4.11
H -3.59 1.98 -3.75
H -2.05 4.29 -2.45
H -1.42 3.24 -3.70
H -0.61 2.51 -1.47
H -1.65 1.27 -2.18
C -3.23 -1.11 -8.01
C -4.42 -0.19 -7.80
C -4.22 0.80 -6.65
C -4.02 0.13 -5.36
N -3.85 -0.38 -4.35
H -3.05 -1.75 -7.14
H -3.40 -1.77 -8.86
H -2.31 -0.55 -8.20
H -5.31 -0.78 -7.62
H -4.60 0.39 -8.70
H -5.09 1.45 -6.55
H -3.35 1.43 -6.83
C -6.82 5.08 -4.65
C -6.44 6.55 -4.74
C -6.64 7.13 -6.15
C -5.83 6.41 -7.14
N -5.20 5.84 -7.90
H -6.20 4.47 -5.30
H -6.70 4.72 -3.63
H -7.87 4.93 -4.93
H -5.39 6.68 -4.45
H -7.03 7.14 -4.04
H -6.37 8.18 -6.18
H -7.69 7.04 -6.44
C -7.09 3.95 -9.93
C -6.87 3.19 -11.24
C -7.67 1.88 -11.30
C -7.28 0.97 -10.23
N -6.95 0.30 -9.36
H -6.75 3.37 -9.07
H -6.53 4.89 -9.94
H -8.15 4.19 -9.79
H -5.81 2.97 -11.36
H -7.17 3.81 -12.08
H -7.50 1.37 -12.26
H -8.74 2.08 -11.22
C 5.09 -8.64 7.42
C 5.39 -8.54 8.91
C 6.23 -7.31 9.27
C 7.53 -7.33 8.60
N 8.54 -7.35 8.06
H 6.01 -8.75 6.84
H 4.47 -9.51 7.21
H 4.57 -7.75 7.06
H 5.91 -9.44 9.24
H 4.45 -8.49 9.47
H 6.40 -7.26 10.35
H 5.71 -6.40 8.97
*
```

=====

Record 4
The following is a quantum chemistry calculation of 6 unconnected molecules or ions with the total composition C35H62N3O19 at a distorted geometry, from OMol25.

## Properties
DFT total energy ... -2964.2308 hartree
HOMO-LUMO gap ... 9.1869 eV

```
! RIJCOSX wB97M-V def2-TZVPD def2/J DEFGRID3
* xyz 1 1
C 3.88 -2.09 -2.52
C 3.09 -0.80 -1.88
O 3.97 0.30 -1.42
C 3.32 1.61 -1.56
N 2.56 2.06 -0.30
C 1.25 1.70 -0.06
N 0.30 2.01 1.08
C -1.09 1.40 0.81
C -1.41 0.70 2.26
C -2.97 0.78 2.76
C -3.82 2.06 2.20
C -4.51 1.66 0.73
C -4.76 3.00 -0.23
O -3.57 3.39 -1.01
C -3.80 3.30 -2.46
C -1.02 0.49 -0.55
O -1.77 0.91 -1.76
C -0.93 -1.15 -0.43
C -2.39 -1.86 -0.09
C -3.41 -1.93 -1.38
O -2.23 -3.23 0.44
N 0.42 0.83 -0.98
H 3.34 -3.06 -2.08
H 3.64 -2.13 -3.69
H 5.04 -2.10 -2.31
H 2.51 -1.18 -0.91
H 2.27 -0.44 -2.65
H 2.60 1.72 -2.48
H 4.19 2.42 -1.71
H 3.04 2.68 0.37
H 0.26 3.05 1.28
H -1.67 2.35 0.46
H -1.12 -0.45 2.26
H -0.69 1.20 3.06
H -3.57 -0.22 2.56
H -2.93 0.89 3.94
H -4.65 2.46 2.95
H -3.12 2.99 1.96
H -5.60 1.20 0.89
H -3.88 0.83 0.21
H -5.66 2.88 -0.96
H -4.95 3.89 0.54
H -4.44 4.22 -2.81
H -4.23 2.26 -2.80
H -2.74 3.40 -2.99
H -2.75 0.77 -1.66
H -0.15 -1.48 0.40
H -0.56 -1.66 -1.44
H -2.91 -1.22 0.74
H -3.88 -3.02 -1.41
H -2.92 -1.62 -2.40
H -4.32 -1.18 -1.17
H -1.43 -3.68 0.02
H 0.35 1.14 -1.99
C -0.99 3.38 6.44
C -2.20 4.17 5.98
C -3.13 4.55 7.09
O -4.38 4.64 6.44
C -4.31 3.81 5.35
O -5.27 3.49 4.68
O -3.03 3.39 5.14
H -1.29 2.40 6.83
H -0.33 3.18 5.59
H -0.43 3.91 7.20
H -1.88 5.06 5.41
H -2.86 5.50 7.55
H -3.20 3.78 7.87
C 1.15 -8.34 -1.25
C 0.40 -7.13 -0.73
C -0.50 -6.50 -1.76
O -0.55 -5.15 -1.34
C 0.62 -4.91 -0.67
O 1.01 -3.80 -0.35
O 1.29 -6.08 -0.42
H 1.86 -8.05 -2.04
H 1.75 -8.78 -0.45
H 0.47 -9.10 -1.64
H -0.16 -7.39 0.18
H -1.50 -6.95 -1.76
H -0.10 -6.54 -2.77
C 2.92 -1.05 -6.62
C 1.70 -0.20 -6.33
C 1.72 1.12 -7.04
O 0.95 1.95 -6.18
C 1.09 1.43 -4.93
O 0.73 1.99 -3.90
O 1.67 0.19 -4.97
H 3.83 -0.59 -6.23
H 2.82 -2.02 -6.12
H 3.03 -1.23 -7.69
H 0.78 -0.76 -6.55
H 1.26 1.07 -8.03
H 2.72 1.56 -7.14
C 6.90 -8.07 -3.97
C 5.44 -8.40 -4.21
C 4.50 -7.31 -3.79
O 3.32 -8.03 -3.48
C 3.71 -9.28 -3.11
O 2.98 -10.11 -2.59
O 5.03 -9.49 -3.41
H 7.11 -7.98 -2.90
H 7.54 -8.88 -4.34
H 7.18 -7.14 -4.47
H 5.29 -8.68 -5.26
H 4.32 -6.59 -4.59
H 4.83 -6.78 -2.89
C 0.33 9.67 5.80
C -0.14 8.25 6.09
C -1.60 8.16 6.39
O -1.67 7.02 7.23
C -0.46 6.92 7.85
O -0.23 6.18 8.79
O 0.45 7.76 7.29
H 0.23 10.31 6.69
H 1.39 9.67 5.54
H -0.23 10.11 4.98
H 0.15 7.58 5.27
H -2.20 8.01 5.49
H -1.99 9.02 6.94
*
```